Molecular formula: C72H180N12O24
Method: DFT, ωB97M-V with the def2-TZVPD basis set

Geometry (Å):
C -4.31 -0.42 -17.44
O -4.77 0.28 -16.25
C -5.99 -0.22 -15.56
C -5.68 -0.18 -14.06
N -5.15 1.14 -13.70
C -4.40 0.90 -12.42
C -3.06 0.18 -12.49
O -1.99 1.26 -12.61
C -0.70 0.73 -12.54
H -4.11 -1.43 -17.10
H -3.45 0.09 -17.86
H -5.09 -0.26 -18.19
H -6.04 -1.25 -15.89
H -6.88 0.30 -15.92
H -5.04 -1.07 -13.99
H -6.53 -0.36 -13.41
H -4.55 1.48 -14.44
H -4.96 0.41 -11.63
H -4.24 1.91 -12.05
H -2.93 -0.24 -13.49
H -2.84 -0.42 -11.60
H 0.11 1.33 -12.94
H -0.44 -0.09 -13.20
H -0.62 0.28 -11.55
C 0.19 1.14 -28.28
O 0.01 -0.16 -28.67
C 0.22 -0.48 -30.06
C 0.72 -1.94 -30.21
N 0.45 -2.45 -31.49
C 0.51 -3.87 -31.60
C 0.57 -4.42 -33.15
O 1.53 -3.73 -33.94
C 1.77 -4.45 -35.18
H 1.15 1.55 -28.59
H 0.18 1.45 -27.23
H -0.60 1.74 -28.74
H 1.01 0.15 -30.48
H -0.71 -0.20 -30.54
H 0.28 -2.49 -29.38
H 1.77 -2.02 -29.93
H 1.07 -2.08 -32.20
H -0.17 -4.48 -31.00
H 1.48 -4.08 -31.16
H -0.42 -4.23 -33.59
H 0.77 -5.49 -33.15
H 2.26 -5.41 -35.06
H 2.43 -3.87 -35.82
H 0.84 -4.61 -35.74
C 1.98 -2.50 -21.57
O 2.23 -1.86 -20.28
C 1.13 -1.18 -19.70
C 1.45 -0.77 -18.27
N 2.71 -0.01 -18.20
C 2.61 1.31 -19.00
C 1.36 2.26 -18.40
O 1.10 3.53 -18.91
C -0.06 3.90 -18.15
H 1.20 -3.23 -21.40
H 2.88 -3.04 -21.87
H 1.66 -1.86 -22.39
H 0.28 -1.87 -19.67
H 0.95 -0.33 -20.36
H 1.62 -1.69 -17.70
H 0.65 -0.28 -17.73
H 3.47 -0.59 -18.52
H 2.37 1.23 -20.06
H 3.55 1.84 -18.86
H 1.47 2.26 -17.32
H 0.49 1.64 -18.59
H -0.41 4.87 -18.51
H 0.18 4.07 -17.10
H -0.91 3.23 -18.18
C -4.57 16.68 -27.55
O -4.64 15.65 -26.54
C -4.68 16.24 -25.20
C -4.45 15.24 -24.09
N -3.06 14.73 -24.19
C -2.90 13.62 -23.16
C -3.58 12.25 -23.48
O -3.20 11.78 -24.76
C -2.76 10.46 -24.93
H -5.13 16.25 -28.38
H -3.53 16.72 -27.85
H -4.91 17.69 -27.32
H -5.68 16.67 -25.11
H -3.90 17.00 -25.16
H -5.23 14.48 -24.04
H -4.69 15.80 -23.19
H -3.14 14.24 -25.07
H -2.98 13.89 -22.11
H -1.82 13.51 -23.25
H -4.64 12.46 -23.60
H -3.35 11.39 -22.85
H -3.54 9.82 -24.52
H -1.93 10.24 -24.26
H -2.58 10.30 -25.99
C -4.36 9.31 -12.23
O -5.08 9.56 -13.48
C -5.67 8.54 -14.19
C -6.01 9.03 -15.54
N -6.91 8.15 -16.26
C -6.61 7.98 -17.66
C -7.64 7.16 -18.39
O -7.20 7.34 -19.70
C -8.16 6.95 -20.62
H -3.93 10.11 -11.63
H -3.54 8.63 -12.47
H -5.15 8.91 -11.60
H -6.49 8.19 -13.56
H -5.02 7.67 -14.28
H -5.05 8.96 -16.05
H -6.37 10.07 -15.59
H -7.82 8.47 -15.98
H -5.59 7.66 -17.84
H -6.60 9.00 -18.07
H -8.68 7.46 -18.29
H -7.59 6.14 -18.00
H -7.84 6.86 -21.66
H -8.94 7.70 -20.54
H -8.68 6.00 -20.53
C 2.72 13.56 -15.58
O 3.72 12.64 -15.91
C 3.95 12.36 -17.23
C 5.35 11.63 -17.44
N 6.28 12.76 -17.78
C 7.60 12.24 -18.16
C 8.72 13.29 -18.47
O 9.41 13.69 -17.30
C 10.65 14.20 -17.55
H 2.84 13.69 -14.50
H 1.77 13.11 -15.87
H 2.93 14.52 -16.03
H 3.76 13.14 -17.96
H 3.13 11.78 -17.66
H 5.27 10.86 -18.21
H 5.56 11.05 -16.54
H 6.37 13.21 -16.88
H 7.48 11.53 -18.98
H 7.92 11.55 -17.38
H 8.17 14.12 -18.93
H 9.39 12.74 -19.13
H 11.21 13.48 -18.15
H 11.23 14.55 -16.70
H 10.66 15.09 -18.18
C -2.33 -12.20 -27.25
O -3.41 -11.62 -26.48
C -3.62 -12.14 -25.11
C -4.68 -11.13 -24.46
N -4.01 -9.84 -24.34
C -4.93 -8.93 -23.74
C -4.12 -7.65 -23.42
O -4.09 -7.03 -24.76
C -3.52 -5.74 -24.85
H -2.65 -12.24 -28.29
H -2.13 -13.24 -26.98
H -1.43 -11.64 -27.00
H -2.65 -12.12 -24.61
H -3.97 -13.17 -25.17
H -5.02 -11.60 -23.53
H -5.64 -11.00 -24.96
H -3.72 -9.51 -25.25
H -5.42 -9.28 -22.83
H -5.67 -8.49 -24.41
H -3.12 -7.72 -23.00
H -4.80 -7.21 -22.69
H -2.44 -5.88 -24.70
H -4.06 -4.99 -24.28
H -3.57 -5.41 -25.88
C 8.75 7.71 -22.23
O 7.58 7.26 -22.64
C 7.31 7.12 -24.04
C 5.79 6.98 -24.31
N 4.93 8.00 -23.66
C 5.10 9.13 -24.52
C 4.46 10.46 -24.14
O 4.62 11.30 -25.33
C 3.49 12.13 -25.59
H 8.85 7.82 -21.15
H 8.75 8.72 -22.64
H 9.59 7.12 -22.59
H 7.77 6.23 -24.46
H 7.65 7.98 -24.61
H 5.40 6.00 -24.05
H 5.61 6.93 -25.38
H 5.51 8.16 -22.84
H 4.95 8.87 -25.58
H 6.17 9.31 -24.50
H 4.99 10.85 -23.28
H 3.46 10.40 -23.72
H 3.37 12.80 -24.74
H 2.55 11.59 -25.67
H 3.65 12.71 -26.50
C 2.11 -9.22 -11.14
O 2.79 -8.34 -11.97
C 2.79 -6.98 -11.68
C 4.02 -6.45 -12.53
N 5.26 -6.97 -11.97
C 6.40 -6.50 -12.78
C 7.67 -7.28 -12.67
O 8.59 -6.83 -13.63
C 9.97 -7.17 -13.46
H 2.04 -10.26 -11.48
H 1.17 -8.79 -10.80
H 2.76 -9.21 -10.27
H 2.85 -6.76 -10.61
H 1.82 -6.51 -11.85
H 4.25 -5.38 -12.50
H 3.86 -6.71 -13.58
H 5.28 -7.97 -11.80
H 6.74 -5.47 -12.67
H 6.05 -6.61 -13.80
H 7.45 -8.33 -12.83
H 8.03 -7.17 -11.65
H 10.36 -6.43 -12.76
H 10.45 -7.12 -14.43
H 9.90 -8.16 -13.00
C 6.32 6.05 -12.44
O 5.27 5.91 -11.56
C 4.91 7.06 -10.79
C 3.81 6.75 -9.71
N 4.39 6.33 -8.54
C 4.81 4.95 -8.28
C 3.61 4.15 -7.60
O 3.49 4.61 -6.27
C 2.34 4.14 -5.55
H 6.45 6.94 -13.05
H 6.09 5.32 -13.21
H 7.29 5.86 -11.97
H 4.50 7.87 -11.40
H 5.79 7.38 -10.24
H 3.11 5.98 -10.05
H 3.20 7.62 -9.46
H 3.88 6.75 -7.77
H 5.46 4.98 -7.41
H 5.22 4.39 -9.13
H 3.92 3.11 -7.67
H 2.69 4.28 -8.18
H 1.68 5.01 -5.51
H 2.78 4.07 -4.55
H 1.86 3.26 -5.98
C 11.88 -2.30 -20.44
O 11.44 -2.59 -21.71
C 10.32 -3.44 -21.78
C 10.10 -3.84 -23.34
N 9.85 -2.66 -24.22
C 8.71 -1.85 -23.65
C 8.10 -1.00 -24.81
O 9.07 -0.29 -25.51
C 8.85 -0.09 -26.94
H 11.20 -1.53 -20.08
H 12.86 -1.82 -20.53
H 11.91 -3.12 -19.73
H 9.39 -2.98 -21.44
H 10.45 -4.44 -21.37
H 9.14 -4.36 -23.45
H 10.83 -4.56 -23.70
H 10.73 -2.18 -24.10
H 9.15 -1.22 -22.88
H 7.97 -2.45 -23.12
H 7.38 -0.27 -24.42
H 7.62 -1.73 -25.46
H 7.79 0.06 -27.14
H 9.29 -0.87 -27.54
H 9.39 0.77 -27.34
C 3.86 -11.81 -23.40
O 4.97 -12.29 -24.07
C 4.64 -12.86 -25.40
C 5.92 -13.15 -26.13
N 6.91 -14.04 -25.42
C 8.22 -14.13 -26.02
C 8.88 -12.78 -25.66
O 8.89 -12.72 -24.21
C 9.21 -11.45 -23.72
H 2.98 -12.46 -23.46
H 3.56 -10.80 -23.66
H 4.16 -11.77 -22.36
H 4.14 -12.09 -25.98
H 3.99 -13.72 -25.19
H 6.39 -12.25 -26.52
H 5.67 -13.59 -27.10
H 7.07 -13.74 -24.47
H 8.33 -14.10 -27.11
H 8.83 -14.97 -25.68
H 8.48 -11.95 -26.26
H 9.95 -12.84 -25.85
H 8.39 -10.76 -23.91
H 10.11 -11.11 -24.24
H 9.36 -11.52 -22.64

The SMILES is COCCNCCOC.COCCNCCOC.COCCNCCOC.COCCNCCOC.COCCNCCOC.COCCNCCOC.COCCNCCOC.COCCNCCOC.COCCNCCOC.COCCNCCOC.COCCNCCOC.COCCNCCOC. Its total energy is -144573.9715 eV. The calculation puts the molecular weight at 1598.3 Da. The value obtained for the largest force on an atom is 4.95 eV/Å. Its orbital gap is 8.3593 eV. For the LUMO energy, the calculation gives 0.4 eV.